{
  "formula": "C23H22F2IrN3O10P2S3",
  "method": "the ωB97M-V functional and the def2-TZVPD basis",
  "species": ["Ir", "S", "S", "S", "P", "P", "F", "F", "O", "O", "O", "O", "O", "O", "O", "O", "O", "O", "N", "N", "N", "C", "C", "C", "C", "C", "C", "C", "C", "C", "C", "C", "C", "C", "C", "C", "C", "C", "C", "C", "C", "C", "C", "C", "H", "H", "H", "H", "H", "H", "H", "H", "H", "H", "H", "H", "H", "H", "H", "H", "H", "H", "H", "H", "H", "H"],
  "coordinates": [[0.190, 0.105, 0.238], [1.431, -0.560, 5.527], [-2.216, 1.952, -0.866], [1.378, -0.558, 2.574], [1.512, 2.373, -0.913], [3.622, 0.565, -0.837], [-2.460, -4.441, -0.957], [-5.218, -1.168, 0.902], [3.422, -0.046, -2.273], [2.739, 0.024, 0.237], [1.008, 1.186, -1.727], [3.899, 2.874, -2.129], [-1.609, 3.067, -1.553], [1.329, 3.768, -1.672], [1.013, 2.343, 0.502], [-2.280, 0.711, -1.581], [5.146, 0.193, -0.581], [-2.240, 1.981, 2.805], [-0.540, 0.389, 4.209], [-1.597, 1.660, 0.629], [0.865, -2.215, -0.332], [1.439, -4.915, -0.029], [-4.848, 3.143, -0.998], [-2.896, -0.847, 0.929], [3.370, 2.363, -0.923], [-5.729, 3.907, 1.123], [-4.644, 3.365, 1.799], [-0.981, 0.645, 5.569], [-2.409, 2.119, 1.591], [2.109, -2.676, -0.466], [-3.988, -1.618, 0.593], [-3.778, 2.609, -0.312], [0.621, -0.179, 4.020], [2.443, -4.011, -0.329], [-0.117, -3.096, -0.109], [-5.828, 3.797, -0.261], [-1.604, -1.261, 0.617], [3.923, 3.047, 0.321], [-2.596, -3.262, -0.315], [-3.876, -2.824, -0.066], [-3.662, 2.738, 1.056], [0.142, -4.453, 0.068], [-0.008, -0.045, 6.531], [-1.463, -2.536, 0.044], [-0.668, -5.128, 0.300], [-1.992, 0.254, 5.692], [-3.097, 0.074, 1.453], [1.660, -5.962, 0.131], [-6.678, 4.230, -0.771], [-4.739, -3.400, -0.366], [0.362, 3.871, -1.818], [-6.505, 4.424, 1.671], [2.505, 0.184, -2.550], [3.609, 4.091, 0.338], [-4.925, 3.052, -2.074], [-0.436, -0.937, 6.982], [-1.069, 0.899, 3.476], [-4.545, 3.431, 2.874], [5.342, 0.173, 0.368], [3.471, -4.321, -0.446], [-1.024, 1.723, 5.736], [3.531, 2.556, 1.213], [5.013, 3.004, 0.322], [0.340, 0.619, 7.317], [3.302, 3.565, -2.444], [2.874, -1.957, -0.682]],
  "mulliken_spin": [2.673, 0.009, 0.016, 0.236, -0.013, 0.032, 0.003, 0.002, 0.000, 0.104, 0.102, 0.000, 0.002, 0.003, 0.119, 0.008, 0.004, 0.008, 0.007, 0.039, 0.119, 0.001, 0.000, -0.003, 0.002, 0.000, 0.000, -0.001, 0.014, -0.005, 0.001, 0.015, 0.025, 0.002, 0.016, 0.001, 0.335, 0.003, -0.017, 0.016, 0.005, 0.000, 0.005, 0.072, -0.001, 0.000, 0.027, 0.000, 0.000, 0.001, -0.001, 0.000, -0.001, 0.000, 0.000, 0.000, 0.016, 0.000, 0.001, -0.001, 0.000, -0.001, 0.000, 0.001, 0.000, -0.001],
  "largest_force_ev_per_a": 1.284,
  "s2": 6.01,
  "lumo_energy_ha": [0.0127, -0.0627],
  "e_homo_ha": [-0.2845, -0.3163],
  "multiplicity": 5,
  "orbital_gap_ev": [8.09, 6.90]
}